The following is a DFT calculation (ωB97M-V with the def2-TZVPD basis set) of C38H35ClN2Si2Sr as an isolated structure at a distorted geometry.

As for the spin multiplicity: 1. The value obtained for the HOMO energy is -0.22711 hartree. The calculation puts the relative energy (zero: lowest compared OMol25 entry of this formula, charge and spin) at 2.159 eV. For the energy, the calculation gives -2648.41717 hartree. As for the total charge: 0.

XYZ file:
```
79
Properties=species:S:1:pos:R:3:lowdin_charge:R:1
C -1.775 -0.842 3.960 -0.2468
C -2.297 -0.410 2.706 -0.2418
C -1.832 -1.312 1.706 -0.2434
H -2.944 0.449 2.516 0.0924
C -1.028 -2.298 2.342 -0.2214
C -0.996 -2.007 3.733 -0.2377
H -0.489 -2.580 4.510 0.0881
H -1.972 -0.368 4.922 0.0941
H -2.048 -1.293 0.640 0.0779
H -0.527 -3.135 1.860 0.0838
Sr 0.442 0.069 2.487 1.1473
Si 1.432 0.414 -1.225 0.5237
C 0.069 1.764 -1.069 -0.3335
C 0.531 2.976 -1.579 -0.1292
H 1.592 3.093 -1.812 0.1053
C -0.364 4.016 -1.816 -0.0848
H -0.011 4.914 -2.302 0.1000
C -1.708 3.903 -1.452 -0.0936
H -2.411 4.710 -1.669 0.1009
C -2.147 2.730 -0.828 -0.0931
H -3.191 2.636 -0.515 0.1010
C -1.271 1.653 -0.621 -0.0999
H -1.632 0.742 -0.112 0.0800
C -0.030 -1.385 -1.850 -0.4405
C -1.410 -1.427 -2.179 -0.1183
H -1.970 -0.506 -2.372 0.0946
C -2.043 -2.681 -2.181 -0.0627
H -3.054 -2.777 -2.601 0.1093
C -1.400 -3.784 -1.610 -0.0727
H -1.932 -4.736 -1.546 0.1061
C -0.113 -3.681 -1.066 -0.0885
H 0.328 -4.538 -0.549 0.1103
C 0.606 -2.502 -1.224 -0.1412
H 1.658 -2.435 -0.933 0.1081
H 0.888 -0.304 -0.008 -0.0892
Si 0.638 -0.547 -3.366 0.6759
C 1.006 -1.935 -4.537 -0.2559
C 0.342 -1.968 -5.779 -0.0854
H 0.017 -1.026 -6.230 0.1018
C 0.034 -3.207 -6.354 -0.0885
H -0.547 -3.229 -7.280 0.1016
C 0.431 -4.392 -5.721 -0.0940
H 0.081 -5.354 -6.102 0.0991
C 1.278 -4.345 -4.603 -0.0840
H 1.623 -5.272 -4.130 0.1054
C 1.633 -3.109 -4.059 -0.0998
H 2.315 -3.054 -3.206 0.1014
C 0.038 0.925 -4.311 -0.3086
C -1.289 1.328 -4.531 -0.0834
H -2.126 0.739 -4.141 0.0969
C -1.530 2.481 -5.284 -0.0900
H -2.560 2.787 -5.474 0.1005
C -0.489 3.259 -5.806 -0.0839
H -0.695 4.161 -6.393 0.1030
C 0.829 2.850 -5.562 -0.0868
H 1.653 3.427 -5.963 0.0988
C 1.096 1.703 -4.821 -0.1163
H 2.130 1.398 -4.626 0.1040
H 2.890 0.665 -1.164 -0.0936
Cl 2.688 1.027 1.340 -0.3049
N -0.190 2.165 4.104 0.0245
C 0.427 2.162 5.400 -0.2223
C 0.338 3.249 6.259 -0.0185
C 0.824 3.143 7.576 -0.0670
C 1.428 1.972 8.018 -0.0308
C 1.596 0.858 7.154 -0.1480
C 2.202 -0.361 7.546 0.0030
C 2.352 -1.384 6.627 -0.0395
C 1.905 -1.185 5.311 -0.1148
N 1.296 -0.053 4.921 0.0042
C 1.109 0.967 5.811 -0.1537
H -1.101 1.690 4.117 0.0715
H -0.368 3.120 3.796 0.1015
H -0.148 4.161 5.902 0.1185
H 0.729 4.000 8.242 0.1076
H 1.789 1.883 9.041 0.1127
H 2.540 -0.462 8.580 0.1218
H 2.810 -2.339 6.884 0.1111
H 2.023 -1.964 4.547 0.1201
```

***

The following is a DFT calculation (ωB97M-V with the def2-TZVPD basis set) of C38H35CrN2O3S2 as an isolated structure.

As for the spin multiplicity: 4. The value obtained for the HOMO energy (spin up / spin down) is -0.30039 / -0.31544 hartree. For the energy, the calculation gives -3645.22947 hartree. As for the total charge: 0.

XYZ file:
```
81
Properties=species:S:1:pos:R:3:mulliken_spin:R:1
Cr -0.686 0.365 0.760 3.0053
O -1.646 -0.051 -0.716 -0.0063
C -2.130 -1.254 -1.240 0.0408
C -2.416 -2.204 -0.072 0.0658
C -1.169 -2.615 0.654 -0.0405
C -0.892 -3.966 0.805 -0.0101
C 0.229 -4.360 1.506 0.0080
C 1.045 -3.388 2.048 -0.0093
C 0.739 -2.047 1.864 0.0103
C 1.611 -1.012 2.513 0.0293
C 2.121 0.123 1.602 0.0162
O 1.051 0.904 1.185 0.0561
C 3.058 0.981 2.473 -0.0089
C 4.356 0.569 2.764 0.0004
C 5.170 1.323 3.594 -0.0002
C 4.699 2.506 4.146 0.0002
C 3.409 2.922 3.861 -0.0008
C 2.593 2.164 3.032 -0.0011
C 2.894 -0.378 0.382 -0.0112
C 3.029 0.484 -0.705 -0.0115
C 3.788 0.124 -1.805 -0.0026
C 4.423 -1.111 -1.844 -0.0006
C 4.280 -1.983 -0.779 0.0009
C 3.522 -1.616 0.327 -0.0074
N -0.347 -1.672 1.162 -0.0901
C -3.393 -0.912 -2.029 -0.0034
C -4.638 -1.469 -1.780 0.0017
C -5.743 -1.098 -2.540 -0.0002
C -5.611 -0.168 -3.555 0.0001
C -4.367 0.400 -3.805 0.0019
C -3.271 0.031 -3.048 0.0011
C -1.104 -1.912 -2.166 -0.0245
C -1.470 -3.051 -2.883 0.0002
C -0.547 -3.722 -3.666 -0.0002
C 0.762 -3.260 -3.748 0.0004
C 1.128 -2.121 -3.052 0.0045
C 0.199 -1.449 -2.265 0.0322
H -2.905 -3.115 -0.418 0.0068
H -3.091 -1.705 0.624 0.0112
H -1.566 -4.690 0.372 0.0002
H 0.461 -5.410 1.631 -0.0001
H 1.922 -3.652 2.622 -0.0001
H 2.444 -1.524 2.995 0.0011
H 1.035 -0.521 3.303 -0.0026
H 4.743 -0.342 2.325 -0.0001
H 6.178 0.988 3.805 -0.0001
H 5.334 3.098 4.791 0.0000
H 3.030 3.841 4.290 0.0001
H 1.584 2.482 2.811 0.0027
H 2.531 1.443 -0.669 0.0011
H 3.887 0.810 -2.637 0.0000
H 5.016 -1.393 -2.705 0.0000
H 4.759 -2.954 -0.802 0.0001
H 3.435 -2.311 1.152 0.0004
H -4.773 -2.186 -0.981 -0.0003
H -6.709 -1.539 -2.328 0.0000
H -6.470 0.119 -4.148 0.0000
H -4.254 1.132 -4.594 0.0000
H -2.301 0.475 -3.236 -0.0015
H -2.493 -3.405 -2.838 -0.0001
H -0.848 -4.604 -4.216 -0.0001
H 1.487 -3.783 -4.358 0.0001
H 2.142 -1.746 -3.107 0.0002
H 0.503 -0.557 -1.733 -0.0225
S -1.470 0.811 3.019 -0.0152
C -2.780 -0.245 2.936 0.0108
N -3.677 -0.975 2.906 -0.0112
O -1.035 2.292 0.196 -0.0288
S -0.670 3.418 1.158 -0.0012
C -0.221 4.763 0.016 0.0001
C -1.419 5.713 -0.108 0.0001
C -2.663 4.919 0.281 -0.0006
C -2.265 4.168 1.542 0.0020
H -0.002 4.235 -0.911 -0.0006
H 0.690 5.240 0.373 0.0007
H -1.482 6.124 -1.115 0.0000
H -1.292 6.551 0.580 0.0001
H -2.921 4.199 -0.498 0.0001
H -3.528 5.559 0.452 0.0002
H -2.919 3.356 1.852 0.0011
H -2.103 4.842 2.388 -0.0009
```

***

The following is a DFT calculation (ωB97M-V with the def2-TZVPD basis set) of C38H35CrN5O5S2 as an isolated structure at a distorted geometry.

As for the spin multiplicity: 5. The value obtained for the HOMO energy (spin up / spin down) is 0.03277 / -0.00820 hartree. The calculation puts the relative energy (zero: lowest compared OMol25 entry of this formula, charge and spin) at 0.000 eV. For the energy, the calculation gives -3959.84592 hartree. As for the total charge: -2.

XYZ file:
```
86
Properties=species:S:1:pos:R:3:mulliken_spin:R:1
Cr 0.024 0.124 -0.041 3.2315
C -3.088 5.130 6.313 0.0001
C -2.480 4.000 5.515 0.0016
C -1.288 3.403 5.902 -0.0015
C -0.757 2.323 5.198 0.0017
C -1.400 1.845 4.070 -0.0147
C -2.576 2.460 3.654 0.0118
C -3.115 3.515 4.379 -0.0005
S -0.962 0.259 3.319 0.0285
O -0.551 -0.503 4.477 -0.0018
O -2.226 -0.104 2.725 0.0091
N 0.182 0.420 2.211 -0.0346
C 1.559 0.377 2.635 0.0386
C 2.044 0.642 3.930 0.0612
C 3.403 0.599 4.221 -0.0376
C 4.326 0.326 3.235 0.0634
C 3.899 0.092 1.914 -0.0874
C 4.817 -0.134 0.851 0.4968
C 4.304 -0.346 -0.444 -0.0483
C 2.953 -0.350 -0.664 0.1925
N 2.017 -0.143 0.324 0.1460
C 2.500 0.096 1.619 0.0249
H -2.397 5.484 7.081 0.0000
H -4.007 4.809 6.808 0.0000
H -3.344 5.975 5.670 0.0000
H -0.776 3.770 6.785 0.0004
H 0.142 1.832 5.548 0.0051
H -3.082 2.062 2.787 -0.0037
H -4.047 3.971 4.049 -0.0002
H 1.353 0.837 4.729 0.0357
H 3.734 0.776 5.241 0.0016
H 5.391 0.299 3.457 -0.0052
H 5.885 -0.126 1.048 0.0367
H 4.966 -0.502 -1.289 -0.0028
H 2.533 -0.536 -1.642 0.0631
C -5.628 0.146 2.649 -0.0002
O -4.999 0.907 1.628 0.0000
C -5.709 1.759 0.876 0.0007
C -7.070 1.977 1.038 -0.0003
C -7.731 2.925 0.273 0.0006
C -7.014 3.672 -0.643 -0.0004
C -5.652 3.447 -0.812 0.0015
C -4.975 2.480 -0.088 -0.0012
N -3.602 2.346 -0.306 0.0003
C -2.721 1.273 -0.246 0.0099
N -3.244 0.049 -0.329 0.0092
C -2.639 -1.215 -0.089 -0.0651
C -1.271 -1.401 0.099 -0.1258
C -0.851 -2.709 0.351 -0.0145
C -1.738 -3.779 0.407 0.0007
C -3.100 -3.564 0.209 0.0038
C -3.529 -2.274 -0.030 -0.0126
O -4.893 -1.999 -0.208 -0.0011
C -5.341 -2.348 -1.511 -0.0011
N -1.456 1.487 -0.298 0.0406
C -0.872 2.780 -0.490 -0.0517
C -0.151 2.982 -1.666 0.0046
C 0.553 4.154 -1.914 0.0103
C 0.533 5.176 -0.988 0.0061
C -0.206 5.020 0.174 -0.0031
C -0.911 3.843 0.422 -0.0772
O -1.637 3.669 1.559 0.0129
C -1.425 4.617 2.588 0.0008
H -4.838 -0.471 3.071 -0.0001
H -6.410 -0.496 2.238 -0.0001
H -6.047 0.797 3.421 0.0000
H -7.611 1.420 1.793 0.0000
H -8.797 3.074 0.402 0.0000
H -7.508 4.430 -1.240 0.0000
H -5.090 4.029 -1.534 0.0000
H -3.141 3.197 -0.584 -0.0029
H -4.239 0.002 -0.231 -0.0063
H 0.207 -2.891 0.498 0.0032
H -1.374 -4.784 0.599 -0.0006
H -3.821 -4.375 0.252 0.0001
H -5.313 -3.430 -1.666 0.0005
H -4.722 -1.875 -2.280 0.0011
H -6.372 -2.001 -1.608 0.0000
H -0.133 2.147 -2.372 0.0162
H 1.123 4.246 -2.831 0.0016
H 1.094 6.090 -1.148 0.0002
H -0.216 5.822 0.895 -0.0007
H -1.981 4.269 3.447 0.0001
H -1.786 5.610 2.304 0.0002
H -0.367 4.684 2.852 0.0003
S 0.100 -0.456 -2.223 0.0272
```